Run i
A 2-piece molecular cluster, C2H3NO2 overall. Source: the Open Molecules 2025 dataset; level of theory: wB97M-V/def2-TZVPD.

As for the HOMO energy (alpha / beta): -6.72 / -6.74 eV. The frontier orbital gap (alpha / beta) is 6.6007 / 6.6200 eV.

Atoms and positions in Å:
1 C -0.92741 1.33919 -0.12904
2 C -0.07459 0.18558 -0.09949
3 N -3.16767 -0.03364 0.16425
4 O -1.01150 2.50431 -0.21031
5 O -2.70314 -1.11341 0.00279
6 H -0.68816 -0.72918 -0.16314
7 H 0.63425 0.20597 -0.92478
8 H 0.46526 0.17761 0.84759

***

Run ii
One molecule with the formula C2H3NO2. Source: the Open Molecules 2025 dataset; level of theory: wB97M-V/def2-TZVPD.

As for the HOMO energy: -9.21 eV. The frontier orbital gap is 9.7091 eV. As for the structure (SMILES): NC(=O)C=O.

Atoms and positions in Å:
1 N -0.51807 0.14149 0.70341
2 C -0.08873 -0.82515 -0.09695
3 O -0.31214 -1.99826 -0.12978
4 C 1.20564 -0.09273 -1.16911
5 O 1.29034 1.09328 -1.25333
6 H -0.20189 1.08244 0.53132
7 H -1.11807 -0.04414 1.49090
8 H 1.78807 -0.83104 -1.72274

***

Run iii
A 2-piece molecular cluster, C2H3NO2 overall. Source: the Open Molecules 2025 dataset; level of theory: wB97M-V/def2-TZVPD.

As for the HOMO energy (alpha / beta): -8.38 / -8.38 eV. The frontier orbital gap (alpha / beta) is 7.1553 / 7.1524 eV.

Atoms and positions in Å:
1 C 0.67096 -0.35916 0.43093
2 C 0.17975 1.03691 0.46224
3 N -1.78370 -0.62746 -0.91751
4 O 0.70571 -1.00429 -0.66542
5 O -0.98938 -1.25529 -1.44865
6 H 0.92897 -0.96096 1.29636
7 H 0.16917 1.67751 1.36168
8 H 0.11852 1.49273 -0.51964

***

Which is less stable than every other structure shown? run iii is.